ORCA calculation (ωB97M-V/def2-TZVPD) on 8 unconnected molecules or ions with the total composition C35H45F24N3O7 in a non-equilibrium geometry.

```
114
Properties=species:S:1:pos:R:3:forces:R:3
H 2.284 0.738 2.608 -0.1 0.0 0.0
H -2.370 1.983 3.445 0.0 0.1 -0.1
H 2.144 2.127 -3.540 0.0 0.6 0.0
F 3.608 -4.919 -1.347 0.0 0.2 -0.5
C 2.242 -0.015 4.639 0.6 -2.2 0.2
O -2.740 8.748 2.930 -1.5 -0.3 0.1
C -3.966 9.257 2.564 1.1 0.4 -1.3
F 0.188 -6.925 -5.896 0.2 0.1 -0.1
H -0.392 2.731 1.722 -0.1 -0.4 -0.3
H 3.158 4.778 -4.063 0.5 -0.2 0.0
H 2.961 1.730 -4.984 -0.3 -0.3 -0.4
C -2.382 -3.892 -0.841 1.1 -1.4 -1.4
H 2.833 -4.931 -6.080 0.3 -0.6 -0.1
F -2.019 6.348 1.756 -0.6 -0.2 0.1
C -2.502 -5.420 -0.644 -0.9 -0.3 -0.1
C -4.039 -5.609 -0.541 0.7 0.5 0.7
C 3.059 -5.321 -3.635 -1.2 0.0 -0.9
F -2.745 10.228 0.775 -0.2 -0.1 -0.1
C -1.799 6.574 3.072 0.1 0.1 -0.2
C -2.851 7.525 3.661 0.7 -0.4 -0.5
C 0.273 2.698 0.856 -0.8 1.3 0.1
H 1.286 -1.863 3.878 0.3 0.1 0.0
F -4.773 10.987 1.149 0.0 -0.2 0.0
C -4.650 -4.319 -1.084 -0.2 -0.6 0.5
F 4.224 -5.760 -4.132 0.8 0.1 0.5
F -0.568 7.152 3.094 0.0 -0.3 0.7
H -4.413 -6.542 -0.945 -0.2 0.1 -0.1
H -3.250 0.500 3.712 0.2 0.0 -0.2
F 0.329 -6.797 -8.724 -0.5 -0.1 0.3
H 1.249 -4.501 -5.613 -0.3 -0.3 0.0
C 1.132 -1.058 4.605 -1.3 -0.2 -0.5
C 1.917 -5.365 -5.673 -0.3 0.4 0.1
C 0.840 -5.850 -7.919 2.0 -0.3 -0.3
H -3.218 3.404 1.428 0.0 0.3 0.3
O 2.059 -5.939 -4.379 0.7 1.1 0.6
H 0.959 4.033 -4.794 0.4 0.5 0.3
C 2.035 2.180 -4.629 0.1 0.4 0.8
H 4.035 -2.983 1.707 0.2 -0.6 -0.3
F -1.458 1.648 -0.381 0.0 0.4 -0.4
N 4.152 -6.727 1.358 0.0 -0.2 -0.2
H 2.375 0.326 5.663 -0.1 0.6 -0.2
F 0.000 -4.808 -7.825 -0.3 -0.1 0.3
C -1.795 5.242 3.861 0.5 -0.1 1.3
C 2.285 -1.041 -1.346 0.9 1.3 -0.2
F 2.093 -7.485 -6.794 0.2 0.3 0.1
H -1.756 -3.726 -1.720 0.2 0.2 0.2
H -3.231 11.266 2.400 -0.1 0.1 -0.1
O -5.794 -4.007 -1.246 0.2 -0.4 -0.2
C -3.653 10.511 1.729 0.3 0.5 0.5
C 3.113 4.435 -5.101 -0.3 0.7 0.4
C 3.464 -5.837 1.583 0.4 0.3 0.2
H 1.781 -5.532 -8.387 -0.2 0.3 -0.2
H -4.774 3.891 2.241 0.4 0.1 0.1
H 3.205 -6.705 -2.049 -0.7 -0.1 0.3
O 0.408 0.855 3.479 0.1 0.4 -0.3
C -3.977 2.034 4.811 0.4 0.5 -0.3
C -0.059 -0.279 4.058 0.0 0.8 0.6
H 4.557 -2.927 4.179 -0.1 0.0 0.1
F -0.953 4.311 3.335 -0.3 0.4 -0.3
H 3.609 -4.375 4.470 0.1 -0.4 -0.2
H 5.109 -4.351 3.385 -0.1 -0.6 0.5
H -0.931 -1.122 0.151 0.2 -1.1 -0.4
C 4.349 3.731 -5.468 -0.1 0.5 0.2
C -3.370 1.569 3.544 -1.2 -0.7 0.4
H 2.671 -0.170 -0.798 0.4 -0.5 0.2
H -5.338 1.538 2.563 0.1 0.2 0.6
H 2.766 -2.653 2.767 -0.6 -0.4 -0.4
H 3.025 5.359 -5.677 0.2 -0.1 -0.2
O -1.242 -0.442 4.147 0.3 -0.8 -0.1
F 0.516 1.809 -1.370 -0.6 0.7 -0.1
N -4.409 2.429 5.800 0.0 -0.1 -0.1
H 1.563 3.407 -6.253 0.4 0.4 -0.2
H -4.139 0.988 1.570 0.8 0.1 0.1
C 1.835 0.965 3.574 0.2 0.3 0.4
H -2.681 7.769 4.708 0.1 -0.4 0.1
F 1.946 -0.491 -2.561 -0.6 -0.9 0.5
H 1.958 -5.109 2.702 -0.2 0.5 0.1
H -2.104 -5.984 -1.486 0.0 0.2 -0.1
O 0.285 0.401 0.312 -0.2 1.4 -0.5
C 1.288 -6.428 -6.546 -1.5 0.0 -0.3
H 3.134 -0.577 4.354 0.4 0.5 0.1
F 0.173 3.910 0.231 0.2 -0.2 0.1
F 1.526 2.567 1.333 0.1 -0.2 -0.7
H -2.004 -5.808 0.242 0.0 0.2 0.1
F -4.721 9.606 3.613 -0.2 -0.1 0.4
H -4.263 -5.535 0.527 -0.4 -0.4 0.0
C 4.200 -3.854 3.722 0.7 1.1 -1.2
C -0.098 -0.760 -0.452 -0.2 1.1 1.0
F 1.630 -1.954 0.715 0.0 0.7 -0.4
H 0.863 -1.559 5.532 0.1 0.2 0.1
H -1.474 5.433 4.895 0.2 0.1 -0.2
C -4.294 1.764 2.325 -0.6 -0.1 -0.3
H -0.450 -0.541 -1.462 0.2 0.1 0.0
H -1.893 -3.389 -0.008 -0.7 0.3 0.3
H -4.748 3.090 0.694 -0.1 -0.1 0.1
C 3.403 -3.479 2.442 0.1 0.2 1.7
F -3.028 4.679 3.983 0.2 0.5 -0.7
C 1.866 3.603 -5.220 -1.0 -2.2 -0.4
F 0.738 -2.832 -1.043 0.2 0.3 -0.3
F -4.683 8.400 1.813 0.0 -0.3 0.2
F 3.219 -1.987 -1.577 -0.3 0.3 0.3
H -3.786 6.976 3.531 -0.2 0.5 0.0
C 2.624 -4.692 1.943 -0.1 -0.2 -0.8
C 2.842 -5.678 -2.172 1.1 -0.7 0.6
C -0.135 1.649 -0.198 1.8 -2.5 1.2
N 5.360 3.255 -5.727 -0.1 -0.1 -0.1
C 1.140 -1.628 -0.522 -1.1 -1.5 -0.4
F 3.064 -3.974 -3.753 -0.2 0.0 -0.3
H 1.138 1.587 -4.801 0.2 -0.2 -0.5
H 2.063 -4.470 1.032 -0.3 0.1 0.2
H 2.108 1.977 3.869 -0.3 0.1 -0.3
O -3.660 -3.434 -1.231 0.2 1.4 0.3
C -4.248 3.132 1.665 -0.1 -0.3 -0.6
F 1.561 -5.475 -1.818 0.0 -0.3 -0.2
```
Forces are in eV/Å.

As for the LUMO energy: 0.0046 Eh. The calculated total energy is -121046.423 eV. The value obtained for the HOMO-LUMO gap is 10.561 eV. For the relative energy (zero: lowest compared OMol25 entry of this formula, charge and spin), the calculation gives 0.000 eV. The spin multiplicity is 1. The strongest force on any atom comes out at 0.065 Eh/bohr.